C4H8N2O5 | ωB97M-V/def2-TZVPD

Properties
**Energy relative to the best compared isomer or geometry (same formula, charge and spin)**: 0.0000 eV
**SMILES**: NC(=O)[C@](N)(O)[C@H](O)C(=O)O
**HOMO energy**: -9.635 eV
**E**: -642.94762 hartree

Each line ends with the Löwdin charge.
Cartesian coordinates (Å):
N (-2.00364, -0.49486, -0.84227)  0.2098
C (-1.18010, -0.81322, 0.15095)  -0.4825
O (-1.04549, -1.89396, 0.68037)  0.0567
C (-0.07845, 0.24496, 0.43121)  -0.4733
N (0.43064, -0.00825, 1.79058)  0.1400
O (-0.42320, 1.55266, 0.32977)  0.0497
C (0.97916, -0.17866, -0.72504)  -0.1956
O (1.26285, -1.56426, -0.82914)  -0.0201
C (2.23150, 0.62360, -0.36158)  -0.4755
O (2.36630, 1.81325, -0.50456)  0.1159
O (3.06526, -0.21102, 0.26289)  0.1529
H (-2.04237, 0.47087, -1.33676)  0.1773
H (-2.63621, -1.11677, -1.22851)  0.0887
H (0.09581, 0.63435, 2.41335)  0.0518
H (0.12168, -0.97498, 2.04732)  0.1012
H (0.23666, 2.22669, 0.06802)  0.1272
H (0.47487, 0.22991, -1.63103)  0.1663
H (0.82732, -2.06414, -0.03810)  0.1502
H (2.68534, -1.04526, 0.06269)  0.0591


C30H42As2BMoN4O3S | ωB97M-V/def2-TZVPD

Properties
**Energy relative to the best compared isomer or geometry (same formula, charge and spin)**: 2.2691 eV
**Spin multiplicity**: 3
**HOMO energy (spin up / spin down)**: -10.026 / -10.823 eV
**Charge**: +1
**E**: -6575.75239 hartree

Each line ends with the Löwdin spin population.
Cartesian coordinates (Å):
Mo (0.15315, 0.41818, 0.46773)  1.4464
C (3.15902, -2.57699, 4.87433)  -0.0002
C (2.30982, -2.97109, 3.67018)  -0.0010
N (2.57899, -2.12428, 2.51049)  -0.0059
C (1.91494, -0.98034, 2.27782)  -0.0032
S (2.55988, 0.02896, 0.95479)  0.0175
N (0.86452, -0.64103, 2.97058)  -0.0050
N (0.27291, 0.47021, 2.42774)  -0.0625
C (0.07614, 1.56659, 3.14004)  0.1667
C (-0.04904, 1.54198, 4.62247)  0.0258
C (0.23729, 2.73874, 2.32376)  0.0140
C (0.10806, 4.05289, 2.77681)  0.0346
C (0.52747, 5.09049, 1.97473)  0.0070
C (1.10859, 4.79865, 0.74178)  0.0386
C (1.16402, 3.48510, 0.33027)  0.0170
N (0.69305, 2.46808, 1.05960)  0.0508
H (3.04324, -3.29931, 5.68129)  -0.0001
H (4.21361, -2.53834, 4.59669)  0.0000
H (2.86162, -1.59102, 5.23211)  0.0000
H (2.50926, -4.00386, 3.37903)  -0.0001
H (1.25026, -2.87693, 3.89934)  -0.0002
H (3.52808, -2.12579, 2.17094)  -0.0004
H (0.48379, 0.67341, 5.00521)  0.0024
H (0.35165, 2.44614, 5.07592)  0.0032
H (-1.09806, 1.44818, 4.91307)  0.0100
H (-0.31236, 4.23513, 3.75582)  0.0019
H (0.43109, 6.11921, 2.29345)  -0.0005
H (1.49682, 5.58311, 0.10917)  0.0019
H (1.58785, 3.21958, -0.62985)  0.0023
C (3.01396, -4.08765, -0.65073)  0.0009
As (1.26627, -3.18768, -0.86566)  0.0027
C (0.25834, -4.82753, -1.31415)  0.0006
C (1.54095, -2.59184, -2.71515)  -0.0001
C (2.05204, -3.51816, -3.62787)  0.0003
C (2.13118, -3.25251, -4.98041)  -0.0003
C (1.68782, -2.02826, -5.45479)  0.0002
C (1.21736, -1.08498, -4.56372)  0.0002
C (1.15493, -1.33425, -3.18751)  0.0041
As (0.45527, 0.20414, -2.15416)  0.0259
C (-1.21491, 0.35414, -3.18400)  0.0088
C (1.55456, 1.59087, -2.98482)  -0.0013
H (3.08457, -4.96859, -1.28674)  0.0001
H (3.15198, -4.41700, 0.37796)  0.0000
H (3.82018, -3.40058, -0.90608)  0.0000
H (0.73626, -5.39817, -2.10902)  0.0001
H (-0.75347, -4.57644, -1.62995)  0.0000
H (0.19536, -5.45154, -0.42125)  0.0000
H (2.37992, -4.48907, -3.27859)  0.0000
H (2.51522, -4.00033, -5.66151)  0.0000
H (1.71190, -1.80547, -6.51350)  0.0000
H (0.88956, -0.12684, -4.94776)  0.0000
H (-1.16093, 1.19950, -3.86794)  0.0006
H (-2.06212, 0.50591, -2.51869)  -0.0003
H (-1.37067, -0.56037, -3.74998)  0.0006
H (1.68844, 1.41197, -4.04760)  -0.0003
H (2.53383, 1.61235, -2.50628)  0.0000
H (1.05830, 2.54926, -2.83983)  -0.0001
O (-2.28834, 2.53877, 0.54045)  0.0080
B (-1.26292, 1.92625, -0.16267)  0.0329
O (-1.07246, 2.60796, -1.37585)  0.0043
C (-1.98048, 3.64249, -1.39654)  -0.0002
C (-2.19433, 4.60633, -2.35615)  0.0008
C (-3.19505, 5.53666, -2.08994)  0.0002
C (-3.94623, 5.48486, -0.92131)  0.0009
C (-3.72744, 4.50285, 0.04059)  0.0003
C (-2.72615, 3.59665, -0.22493)  0.0009
H (-1.61386, 4.64002, -3.26850)  0.0000
H (-3.39408, 6.31629, -2.81267)  0.0000
H (-4.71685, 6.22634, -0.76038)  0.0001
H (-4.30968, 4.44642, 0.95018)  0.0000
C (-3.16316, -0.60667, 1.44672)  0.0016
C (-2.19784, -1.59539, 0.79297)  0.0110
C (-1.74242, -2.64520, 1.80802)  0.0030
C (-2.85575, -2.26168, -0.41418)  0.0037
O (-1.04528, -0.88584, 0.33666)  0.1262
H (-4.02682, -1.13044, 1.85478)  0.0003
H (-3.51121, 0.12223, 0.71447)  0.0001
H (-2.66092, -0.07305, 2.25565)  0.0007
H (-2.59182, -3.24388, 2.13610)  0.0006
H (-1.29068, -2.16122, 2.67332)  0.0000
H (-1.00052, -3.30254, 1.35110)  0.0002
H (-3.81820, -2.68359, -0.12878)  0.0003
H (-2.21718, -3.05602, -0.80058)  0.0001
H (-3.01209, -1.52519, -1.20409)  0.0001